1.
The following is a DFT calculation (ωB97M-V/def2-TZVPD) of a molecular structure, H10O5 at a distorted geometry.

Summary:
* LUMO: 0.0143 hartree
* gap between HOMO and LUMO: 9.48 eV
* maximum force: 10.32 eV/A
* ΔE to the lowest compared entry with this formula, charge and spin: 97.6 kcal per mole

Geometry as ORCA input:
```
! wB97M-V def2-TZVPD RIJCOSX def2/J DEFGRID3
* xyz 0 1
O -1.00540 1.00743 -1.07741
H -0.12917 1.03072 -0.69282
H -1.26949 1.92605 -1.12867
O -1.79795 0.79899 1.70576
H -2.24318 0.85897 0.86054
H -1.91634 -0.11182 1.97528
O 2.52886 0.11408 0.21481
H 2.52101 -0.16506 -0.70074
H 2.91532 -0.62327 0.68723
O 0.17447 -0.54134 0.39419
H 1.13100 -0.51717 0.36748
H -0.07892 0.32727 0.70648
O 0.01752 -1.47965 -1.33552
H -0.89636 -1.76192 -1.37280
H 0.04864 -0.86323 -0.60388
*
```

2.
The following is a DFT calculation (ωB97M-V/def2-TZVPD) of a single C3H4FP molecule at a distorted geometry.

Summary:
* LUMO: 0.0359 hartree
* gap between HOMO and LUMO: 10.43 eV
* maximum force: 4.62 eV/A
* structure (SMILES): CC1=P(F)=C1
* ΔE to the lowest compared entry with this formula, charge and spin: 2.8 kcal per mole

Geometry as ORCA input:
```
! wB97M-V def2-TZVPD RIJCOSX def2/J DEFGRID3
* xyz 0 1
C -0.04959 1.04258 0.92536
C -0.13102 -0.04367 0.22147
C 0.59465 -1.14070 -0.37089
F -1.67848 1.94186 -1.09777
P -1.73145 0.99689 0.23946
H 0.58745 1.51090 1.51456
H 0.28628 -1.32369 -1.30683
H 0.44812 -2.14690 0.08645
H 1.67403 -0.83728 -0.21182
*
```

3.
The following is a DFT calculation (ωB97M-V/def2-TZVPD) of a molecular structure, C20H60BN4O10Zr2 at a distorted geometry.

Summary:
* LUMO: -0.4811 hartree
* gap between HOMO and LUMO: 1.93 eV
* maximum force: 6.04 eV/A

Geometry as ORCA input:
```
! wB97M-V def2-TZVPD RIJCOSX def2/J DEFGRID3
* xyz 3 1
Zr -4.50313 2.14269 -1.34650
Zr -2.85310 2.10711 4.63100
B -4.21443 0.20566 4.49833
H -4.60589 1.29978 4.20505
H -3.05446 0.25492 4.73113
H -4.74830 -0.18841 5.51995
H -4.47217 -0.49970 3.54956
O -2.86285 1.96007 -0.14630
C -1.81237 1.16698 0.42655
C -1.94306 0.63236 1.83039
O -1.91236 1.55490 2.88934
H -0.84568 1.61713 0.20389
H -1.80920 0.28831 -0.24183
H -1.14218 -0.10641 1.93120
H -2.88923 0.07572 1.85633
O -3.66684 1.16690 -2.97430
C -2.40439 1.08134 -3.50729
C -2.25459 1.66101 -4.87525
O -2.52673 2.84646 -5.10421
H -2.01629 0.06057 -3.52480
H -1.76312 1.67342 -2.83699
H -2.86877 1.04416 -5.63068
H -1.22125 1.49304 -5.32114
C 2.73992 -1.90534 -1.74719
C 1.86100 -0.67660 -1.92252
C 2.59058 0.62002 -1.96369
O 3.66090 0.59095 -2.81379
C 4.55303 1.67349 -2.60127
N 0.97378 -0.85306 -3.10127
H 2.16687 -2.82554 -1.61666
H 3.50157 -1.84827 -0.97581
H 3.25234 -1.99859 -2.71454
H 1.22042 -0.66170 -1.00676
H 2.88340 0.79356 -0.90550
H 1.84322 1.41681 -2.14395
H 4.06511 2.61579 -2.87225
H 5.46575 1.49298 -3.15175
H 4.80894 1.73261 -1.53733
H 0.43565 -1.68004 -2.80066
H 0.25069 -0.12850 -3.05851
C 2.42034 -3.42224 5.12146
C 1.41162 -2.37229 4.71650
C 0.16061 -2.87725 4.05759
O 0.43955 -3.51262 2.85974
C 0.43931 -2.63103 1.77956
N 1.01170 -1.59703 5.88687
H 1.88153 -4.11195 5.77066
H 3.19838 -2.93228 5.70082
H 2.83276 -3.89131 4.23687
H 1.87091 -1.66989 3.99107
H -0.54612 -2.06523 3.82478
H -0.29495 -3.64800 4.67716
H -0.61744 -2.40475 1.53825
H 0.96278 -3.09271 0.95413
H 0.91335 -1.67533 2.05967
H 1.81788 -1.17403 6.34568
H 0.49987 -0.78885 5.53335
C 0.98337 -3.97908 -4.78456
C -0.44908 -3.53495 -5.05331
C -1.43272 -3.67523 -3.92855
O -1.17657 -2.81780 -2.86644
C -2.23077 -2.70078 -1.95728
N -0.45148 -2.07330 -5.42683
H 0.95078 -5.04450 -4.51594
H 1.64306 -3.58104 -4.01085
H 1.51272 -3.87673 -5.73709
H -0.81115 -4.07632 -5.92899
H -1.57172 -4.71080 -3.59571
H -2.42108 -3.42718 -4.36205
H -1.94101 -2.02612 -1.14735
H -2.41168 -3.64462 -1.42081
H -3.17343 -2.41235 -2.43760
H 0.48526 -1.68490 -5.27764
H -1.06739 -1.59918 -4.76853
C -0.18574 5.39355 0.98878
C 1.01099 4.78227 0.25099
C 1.76742 3.86334 1.18863
O 3.12199 3.73531 0.84515
C 3.95755 3.16300 1.84568
N 0.46416 4.05402 -0.90919
H 0.07754 5.91297 1.90720
H -0.85235 4.55527 1.28969
H -0.80347 5.99929 0.33114
H 1.63169 5.60374 -0.10912
H 1.31581 2.84662 1.21568
H 1.66525 4.28499 2.20515
H 4.99036 3.34590 1.54074
H 3.82329 2.07524 1.88056
H 3.85199 3.66601 2.80936
H -0.18707 3.33269 -0.59524
H 1.19816 3.61431 -1.44652
O 0.92392 1.50590 4.06288
H 0.45249 1.43632 4.89369
H 0.27325 1.26850 3.38331
O -5.89757 1.16077 2.21825
H -5.62886 0.55509 1.51216
H -5.69276 0.67993 3.02647
*
```